(1)
{"formula": "C3H8N2O2S", "method": "ωB97M-V with the def2-TZVPD basis set", "charge": 0, "de_lowest_kj_mol": 240.6, "species": ["C", "C", "C", "N", "N", "O", "O", "S", "H", "H", "H", "H", "H", "H", "H", "H"], "xyz": [[-0.46261, -0.39677, 0.73964], [1.05261, 0.70438, -1.36404], [0.41995, -0.44337, -0.50994], [-0.56051, -1.48857, 1.33091], [-1.03413, 0.78419, 1.09173], [-0.65232, -2.84153, -1.06686], [-1.91136, -0.76623, -1.37070], [-0.68797, -1.39548, -1.74093], [0.33439, 1.58426, -1.46139], [2.05104, 1.12003, -0.79143], [1.41803, 0.22388, -2.35520], [1.38380, -1.52721, -0.25708], [-0.42226, -2.76937, -0.08425], [-1.39637, -1.40131, 1.95154], [-0.88566, 1.56412, 0.49598], [-1.88070, 0.96700, 1.49039]], "forces_ev_per_a": [[1.53, 1.87, -1.63], [1.90, 0.36, 1.67], [3.29, -3.70, -0.72], [-1.94, -1.90, 1.59], [2.31, 0.85, -1.52], [0.68, -0.46, 0.57], [-3.19, 1.14, -0.33], [2.24, -0.27, 0.98], [0.95, -1.22, -0.34], [-2.53, -0.94, -1.48], [-0.86, 1.20, 1.55], [-2.68, 3.75, -0.64], [-0.67, 0.26, -0.69], [1.03, -0.51, 0.02], [0.63, 0.31, -0.81], [-2.68, -0.75, 1.78]]}



(2)
{"formula": "CsH3O3PS3", "method": "ωB97M-V with the def2-TZVPD basis set", "energy_ev": -48526.0770, "charge": 1, "species": ["O", "S", "O", "S", "O", "P", "S", "H", "H", "H", "Cs"], "xyz": [[0.84362, 1.38754, 0.48718], [-0.07247, 0.42038, -0.03229], [-1.17347, 0.24833, 1.21703], [-2.42901, 1.31963, 0.89453], [0.59639, -1.00165, 0.20216], [1.16814, -1.85864, -1.11437], [-0.03869, -2.14947, -2.53871], [-1.71374, 2.30676, 0.34820], [2.30916, -1.11763, -1.40329], [1.60819, -2.94960, -0.38448], [-1.09812, 3.39434, 2.32403]], "forces_ev_per_a": [[0.58, 1.02, 0.33], [-0.28, -0.76, -0.57], [-0.15, 0.46, -0.15], [-1.76, -2.10, -1.11], [-0.03, 0.00, 0.37], [-0.14, -0.29, -0.39], [-0.12, 0.04, -0.12], [-0.18, -0.44, -0.88], [0.24, 0.07, 0.04], [0.16, -0.16, 0.22], [1.68, 2.16, 2.25]]}



(3)
{"formula": "C4H12N4O2", "method": "ωB97M-V with the def2-TZVPD basis set", "charge": 0, "de_lowest_kj_mol": 165.2, "species": ["C", "N", "C", "N", "O", "H", "H", "H", "H", "H", "H", "C", "C", "N", "O", "N", "H", "H", "H", "H", "H", "H"], "xyz": [[-1.02315, 1.09299, -1.86998], [-1.03188, -0.09059, -1.04618], [-1.44276, -0.17416, 0.29204], [-2.00969, 0.97196, 0.81718], [-1.68082, -1.27021, 0.79175], [-0.55118, -0.91544, -1.37400], [-2.76992, 0.80883, 1.45770], [-2.11572, 1.80618, 0.26694], [-2.04484, 1.39253, -2.12199], [-0.45879, 0.88991, -2.77717], [-0.54049, 1.92768, -1.35466], [1.34878, 0.20996, 1.91812], [1.25399, -0.51872, 0.60829], [1.08120, -1.88392, 0.68223], [2.08228, -0.74995, -1.50952], [1.74956, 0.10136, -0.42733], [2.61185, -0.18113, -2.08086], [1.22369, -2.37616, -0.18755], [0.25095, -2.17960, 1.17882], [2.06627, -0.28053, 2.57340], [0.37597, 0.17144, 2.40617], [1.62470, 1.24756, 1.75661]], "forces_ev_per_a": [[0.10, 0.13, 0.53], [-0.15, -0.30, 1.32], [-3.08, -0.33, -2.86], [0.54, 0.22, 0.26], [1.08, 0.33, 0.74], [-0.07, 0.19, 0.07], [0.25, -0.17, 0.09], [0.22, -0.09, -0.14], [0.04, -0.01, -0.16], [-0.08, 0.02, 0.01], [0.15, 0.04, -0.10], [-1.21, 0.26, -0.20], [2.68, -0.26, -1.17], [0.05, 0.01, -0.21], [-0.78, -0.40, 0.12], [0.45, 0.18, 1.47], [-0.21, 0.02, 0.22], [-0.09, 0.07, -0.02], [0.07, 0.05, -0.02], [0.09, -0.08, -0.21], [-0.05, 0.12, 0.28], [0.01, 0.00, -0.02]]}



(4)
{"formula": "C2H4P2", "method": "ωB97M-V with the def2-TZVPD basis set", "charge": 0, "s_squared": 2.014, "spin_multiplicity": 3, "de_lowest_kj_mol": 411.3, "species": ["C", "C", "P", "P", "H", "H", "H", "H"], "xyz": [[0.82223, 0.59290, 0.52337], [-1.46757, -0.29814, -0.56190], [1.51379, -0.21953, -0.82865], [-2.91943, -0.07758, -0.00365], [0.56341, 0.14492, 1.56495], [0.77150, 1.72653, 0.40022], [1.33388, -1.82199, -0.04081], [-0.61781, -0.04712, -1.05353]], "forces_ev_per_a": [[-1.70, 2.63, 4.28], [-4.92, 0.75, 2.12], [1.57, -4.92, -0.70], [1.97, -0.76, -0.64], [0.65, 1.04, -2.13], [-0.16, -1.61, 0.51], [0.37, 2.86, -1.73], [2.23, -0.01, -1.70]]}



(5)
{"formula": "C4H11NS", "method": "ωB97M-V with the def2-TZVPD basis set", "charge": 0, "de_lowest_kj_mol": 207.6, "species": ["C", "S", "C", "H", "H", "H", "H", "H", "H", "C", "C", "N", "H", "H", "H", "H", "H"], "xyz": [[-0.23932, 1.46207, -1.60760], [-1.65833, 0.52959, -0.89920], [-1.59929, 1.08497, 0.84102], [0.64972, 1.50873, -0.88145], [-0.44283, 2.54175, -1.75742], [0.00364, 1.05591, -2.60500], [-1.92296, 0.39903, 1.69143], [-0.59871, 1.61055, 0.99627], [-2.33009, 1.88404, 0.93946], [1.94946, -1.20013, 0.07993], [-0.19273, -1.75769, 0.89434], [0.73524, -0.80782, 0.86104], [2.86743, -0.77669, 0.55442], [1.87030, -0.76528, -0.98313], [2.10672, -2.27372, 0.00773], [-1.07039, -1.68756, 1.44175], [-0.12786, -2.80775, 0.42640]], "forces_ev_per_a": [[0.76, 0.97, 1.00], [0.40, 0.08, 0.03], [0.29, 1.43, 0.77], [-1.12, -0.76, -1.14], [-0.42, -0.57, 0.02], [0.04, -0.09, 0.69], [1.02, 0.25, -1.54], [-1.22, -1.25, 0.17], [-0.13, 0.25, -0.14], [-0.06, 1.29, -0.66], [4.29, 0.59, -1.28], [-1.85, -3.79, -0.43], [-0.83, -0.11, -0.32], [0.11, -0.58, 1.57], [-0.23, -0.20, -0.07], [-1.56, 0.92, 1.02], [0.51, 1.58, 0.31]]}



(6)
{"formula": "C7H26B2N3O5", "method": "ωB97M-V with the def2-TZVPD basis set", "energy_ev": -23739.5502, "charge": 1, "species": ["N", "B", "O", "N", "N", "C", "B", "O", "O", "H", "H", "H", "H", "H", "H", "H", "H", "H", "H", "C", "C", "C", "O", "H", "H", "H", "H", "H", "H", "H", "H", "C", "C", "C", "O", "H", "H", "H", "H", "H", "H", "H", "H"], "xyz": [[-1.23639, -3.91160, 2.99288], [-1.94207, -3.74909, 1.79207], [-1.77352, -4.51707, 0.71106], [-2.96202, -2.61406, 1.56944], [-2.19168, -1.38938, 1.69004], [-4.16437, -2.69734, 2.46682], [-5.23893, -3.77735, 1.95700], [-5.73446, -3.70971, 0.70672], [-5.64154, -4.75294, 2.78662], [-1.63164, -3.49904, 3.82628], [-1.00860, -4.87764, 3.18487], [-0.97711, -5.06338, 0.82468], [-3.23312, -2.65506, 0.58733], [-2.74684, -0.61106, 1.34661], [-2.03872, -1.21513, 2.67812], [-3.81984, -2.96271, 3.45076], [-4.58794, -1.70702, 2.50613], [-5.55580, -4.50914, 0.18699], [-5.74027, -4.46318, 3.70512], [0.44317, 0.96406, -1.30189], [1.27934, 1.40204, -0.11151], [2.44265, 0.45610, 0.12893], [0.45963, 1.48178, 1.06264], [0.01701, -0.02987, -1.12282], [-0.38695, 1.65320, -1.46097], [1.04287, 0.92702, -2.21042], [1.65908, 2.40689, -0.28577], [2.07618, -0.55212, 0.35016], [3.03174, 0.78411, 0.98503], [3.09340, 0.40658, -0.74315], [0.11911, 0.59756, 1.23520], [3.20127, 4.74793, -3.98719], [3.51082, 4.22335, -2.59406], [4.90900, 4.61932, -2.14694], [3.36877, 2.79946, -2.56163], [3.90030, 4.32987, -4.71621], [2.19684, 4.45474, -4.29262], [3.27320, 5.83489, -4.02601], [2.77780, 4.61300, -1.88670], [5.65885, 4.19737, -2.82117], [5.11501, 4.23500, -1.14794], [5.02868, 5.70268, -2.13427], [4.00708, 2.42696, -3.18022]], "forces_ev_per_a": [[-1.19, -0.01, 0.26], [0.49, -0.12, 0.05], [0.44, -0.25, -0.33], [0.01, 0.53, 0.50], [0.13, 0.10, -0.01], [-0.18, -0.04, -0.50], [-0.09, 0.13, 0.43], [1.19, -0.08, -1.21], [-0.55, -0.06, 0.76], [0.38, 0.13, 0.15], [0.45, 0.06, 0.13], [-0.40, -0.10, -0.44], [-0.22, -0.10, -0.08], [-0.14, -0.05, -0.14], [0.10, -0.10, 0.07], [0.27, 0.04, 0.42], [-0.27, 0.41, -0.01], [-0.75, 0.11, -0.01], [0.35, -0.51, -0.05], [-0.13, 0.10, -0.02], [-0.05, -0.45, -0.09], [0.08, 0.06, 0.12], [-0.08, 0.19, 0.06], [0.09, -0.04, 0.00], [0.03, 0.04, -0.02], [0.02, 0.01, 0.00], [-0.04, 0.07, 0.09], [-0.04, -0.01, -0.08], [0.02, 0.04, -0.01], [0.00, 0.01, -0.02], [0.11, -0.04, -0.05], [-0.17, -0.05, 0.00], [0.36, 0.02, -0.33], [-0.02, -0.06, 0.16], [-0.19, -0.05, 0.17], [0.07, 0.04, 0.03], [-0.02, 0.02, 0.03], [0.02, 0.01, -0.01], [-0.06, -0.11, 0.04], [-0.02, 0.05, -0.07], [-0.03, 0.02, 0.02], [0.01, 0.01, -0.02], [0.00, 0.03, 0.01]]}